[1]
{
  "formula": "C5H12N4O",
  "method": "ωB97M-V/def2-TZVPD",
  "symbols": ["C", "C", "C", "C", "C", "N", "N", "N", "N", "O", "H", "H", "H", "H", "H", "H", "H", "H", "H", "H", "H", "H"],
  "positions_angstrom": [[1.802, -0.105, -0.006], [2.796, 0.664, -0.034], [1.106, -1.314, -0.592], [0.448, -0.372, 0.331], [-3.266, 0.203, -0.199], [3.802, 1.410, 0.122], [-0.247, -0.728, 1.435], [-0.919, 0.924, -0.510], [-2.013, 0.875, 0.294], [1.305, -2.544, -0.071], [1.201, -1.201, -1.664], [-3.966, -0.095, 0.659], [-3.859, 0.967, -0.864], [-2.941, -0.680, -0.818], [4.223, 1.091, 0.997], [4.013, 2.035, -0.569], [-0.080, -0.615, 2.443], [-1.049, -1.327, 1.064], [-0.604, 1.868, -0.686], [-0.998, 0.487, -1.464], [-2.285, 1.757, 0.813], [1.530, -3.301, -0.681]],
  "e_above_lowest_kj_mol": 399.9,
  "homo_energy_ha": [-0.5074, -0.6449],
  "s_squared": 2.016,
  "spin_multiplicity": 3,
  "charge": 2,
  "homo_lumo_gap_ev": [6.7, 6.7]
}

[2]
{
  "formula": "C4H7EuO",
  "method": "ωB97M-V/def2-TZVPD",
  "symbols": ["H", "C", "C", "C", "O", "Eu", "H", "H", "H", "H", "C", "H", "H"],
  "positions_angstrom": [[0.896, -1.442, -0.833], [-0.036, 0.527, -0.936], [-0.006, -0.959, -0.434], [0.153, -0.744, 1.004], [-0.765, -0.855, 1.844], [-3.033, -1.324, 2.414], [-0.016, 0.465, -2.035], [-1.036, 0.915, -0.648], [-0.932, -1.496, -0.675], [1.128, -0.297, 1.387], [1.220, 1.314, -0.427], [1.451, 2.078, -1.194], [0.976, 1.818, 0.532]],
  "homo_energy_ha": [-0.3760, -0.3818],
  "s_squared": 15.865,
  "spin_multiplicity": 8,
  "charge": 1,
  "homo_lumo_gap_ev": [6.2, 6.3]
}

[3]
{
  "formula": "C5H11N",
  "method": "ωB97M-V/def2-TZVPD",
  "symbols": ["C", "C", "N", "C", "C", "C", "H", "H", "H", "H", "H", "H", "H", "H", "H", "H", "H"],
  "positions_angstrom": [[-1.864, 0.534, -1.067], [-1.009, 0.393, 0.171], [-0.525, -0.888, 0.455], [0.416, -1.645, -0.368], [0.682, -1.109, 0.981], [1.643, 1.002, 0.604], [-1.972, 1.597, -1.303], [-1.392, 0.041, -1.924], [-2.876, 0.120, -0.955], [0.292, 0.875, 0.201], [-1.447, 0.844, 1.069], [0.094, -2.660, -0.606], [0.929, -1.125, -1.183], [1.008, -1.444, 1.958], [2.448, 0.411, 0.168], [1.795, 1.144, 1.675], [1.705, 2.009, 0.145]],
  "e_above_lowest_kj_mol": 547.1,
  "homo_energy_ha": -0.2797,
  "charge": 0,
  "homo_lumo_gap_ev": 8.4
}

[4]
{
  "formula": "C3H10NO4",
  "method": "ωB97M-V/def2-TZVPD",
  "symbols": ["O", "C", "O", "C", "C", "N", "H", "H", "H", "H", "H", "H", "H", "H", "O", "H", "H", "O"],
  "positions_angstrom": [[-0.456, -1.559, -0.065], [-0.060, -0.391, 0.058], [-0.770, 0.651, -0.043], [1.476, -0.091, 0.264], [1.815, 1.188, -0.498], [2.238, -1.206, -0.363], [1.757, 0.006, 1.312], [1.117, 2.005, -0.433], [2.738, 1.645, -0.112], [1.983, 0.927, -1.546], [1.760, -2.029, -0.009], [1.957, -1.170, -1.334], [-1.128, 0.409, 2.220], [-1.271, -0.888, 1.529], [-1.334, -0.510, 2.399], [-1.906, 0.788, -1.280], [-2.618, 2.029, -0.992], [-2.444, 1.477, -1.757]],
  "e_above_lowest_kj_mol": 85.5,
  "homo_energy_ha": -0.1827,
  "charge": -1,
  "homo_lumo_gap_ev": 8.9
}

[5]
{
  "formula": "C38H21CrF2N4O4S2",
  "method": "ωB97M-V/def2-TZVPD",
  "symbols": ["Cr", "F", "C", "C", "C", "C", "C", "F", "C", "C", "C", "C", "C", "C", "N", "H", "H", "H", "H", "H", "H", "C", "C", "C", "C", "C", "C", "C", "C", "C", "C", "C", "C", "C", "C", "C", "N", "H", "H", "H", "H", "H", "H", "H", "H", "H", "H", "S", "C", "S", "C", "C", "N", "C", "N", "O", "C", "O", "C", "C", "C", "C", "O", "C", "O", "C", "C", "H", "H", "H", "H", "H"],
  "positions_angstrom": [[0.691, 0.358, 0.613], [-2.511, -1.628, 4.467], [-1.171, -1.474, 4.127], [-0.934, -0.868, 2.908], [0.363, -0.503, 2.535], [1.416, -0.918, 3.348], [1.166, -1.692, 4.506], [2.191, -2.079, 5.303], [-0.139, -1.916, 4.956], [2.747, -0.512, 2.931], [3.937, -1.136, 3.363], [5.150, -0.591, 2.980], [5.191, 0.508, 2.124], [3.954, 1.023, 1.713], [2.789, 0.510, 2.081], [-1.730, -0.682, 2.214], [-0.333, -2.429, 5.880], [3.908, -1.936, 4.112], [6.027, -1.042, 3.390], [6.114, 0.909, 1.736], [3.917, 1.916, 1.047], [0.187, 3.870, 3.367], [-0.021, 4.917, 2.501], [-0.044, 4.639, 1.130], [0.007, 3.328, 0.662], [0.254, 2.215, 1.562], [0.394, 2.545, 2.870], [-0.305, 2.935, -0.700], [-1.040, 3.856, -1.522], [-1.491, 3.444, -2.706], [-1.085, 2.167, -3.165], [-1.516, 1.685, -4.444], [-1.048, 0.503, -4.917], [-0.295, -0.362, -4.110], [0.107, 0.029, -2.838], [-0.288, 1.283, -2.350], [-0.011, 1.662, -1.056], [0.300, 4.051, 4.434], [-0.218, 5.929, 2.811], [-0.060, 5.450, 0.385], [0.710, 1.807, 3.583], [-1.294, 4.867, -1.181], [-2.113, 4.073, -3.322], [-2.195, 2.311, -5.011], [-1.238, 0.207, -5.948], [-0.022, -1.361, -4.559], [0.683, -0.623, -2.157], [1.935, -1.396, -0.416], [3.329, -0.561, -1.064], [3.301, 1.132, -1.308], [4.439, -1.420, -1.322], [4.462, -2.753, -0.985], [4.499, -3.882, -0.691], [5.544, -0.972, -2.111], [6.476, -0.730, -2.745], [-2.779, 0.814, 0.208], [-2.246, -0.283, -0.110], [-1.031, -0.651, 0.051], [-3.104, -1.233, -0.947], [-4.462, -0.889, -1.115], [-5.370, -1.693, -1.794], [-4.830, -2.888, -2.259], [-5.443, -3.848, -2.993], [-4.519, -4.940, -3.123], [-3.276, -4.488, -2.574], [-3.506, -3.267, -2.040], [-2.602, -2.447, -1.397], [-4.745, 0.110, -0.686], [-6.368, -1.369, -2.120], [-4.380, -5.121, -4.184], [-4.875, -5.822, -2.511], [-1.548, -2.650, -1.417]],
  "e_above_lowest_kj_mol": 0.0,
  "homo_energy_ha": [-0.0740, -0.0743],
  "s_squared": 3.811,
  "spin_multiplicity": 4,
  "charge": -2,
  "homo_lumo_gap_ev": [5.9, 5.9]
}

[6]
{
  "formula": "C3H3Br3",
  "method": "ωB97M-V/def2-TZVPD",
  "symbols": ["C", "C", "C", "Br", "Br", "Br", "H", "H", "H"],
  "positions_angstrom": [[0.572, 0.295, -0.572], [0.843, -0.460, 0.698], [-0.934, 0.462, -0.493], [0.438, -2.245, 0.575], [-2.164, -0.936, -0.797], [-1.673, 1.818, 0.722], [1.019, 1.281, -0.422], [0.767, -0.157, -1.422], [1.132, -0.059, 1.709]],
  "e_above_lowest_kj_mol": 295.3,
  "homo_energy_ha": [-0.3011, -0.2997],
  "charge": 0,
  "homo_lumo_gap_ev": [8.0, 7.8]
}

[7]
{
  "formula": "C12H28BaF6N3O13S2",
  "method": "ωB97M-V/def2-TZVPD",
  "symbols": ["Ba", "N", "O", "O", "O", "C", "F", "F", "F", "S", "O", "O", "O", "C", "F", "F", "F", "S", "O", "O", "O", "C", "C", "C", "O", "C", "N", "H", "H", "H", "H", "H", "H", "H", "H", "H", "H", "H", "C", "C", "C", "O", "C", "N", "H", "H", "H", "H", "H", "H", "H", "H", "H", "H", "H", "C", "C", "O", "O", "H", "H", "H", "H", "H", "H"],
  "positions_angstrom": [[0.693, 0.547, 1.027], [-0.725, 7.298, 1.768], [-0.265, 6.431, 0.962], [0.039, 8.260, 2.027], [-1.717, 7.190, 2.394], [4.812, 3.148, -6.557], [5.613, 3.865, -7.245], [3.533, 3.587, -6.763], [4.930, 1.876, -6.884], [5.260, 3.304, -4.652], [6.600, 2.759, -4.516], [5.258, 4.727, -4.244], [4.234, 2.535, -4.020], [7.265, 5.014, 5.655], [6.003, 4.994, 6.328], [7.761, 6.245, 5.799], [8.051, 4.108, 6.300], [6.908, 4.442, 3.793], [6.714, 5.726, 3.128], [8.142, 3.717, 3.412], [5.657, 3.610, 3.835], [-6.843, 1.982, 1.844], [-5.600, 1.575, 1.049], [-5.485, 2.110, -0.362], [-4.279, 1.769, -1.008], [-4.288, 2.293, -2.397], [-4.450, 1.835, 1.909], [-6.958, 1.357, 2.730], [-7.760, 1.887, 1.263], [-6.720, 3.018, 2.158], [-5.560, 0.490, 0.945], [-5.372, 3.163, -0.104], [-6.437, 1.920, -0.858], [-5.034, 3.085, -2.469], [-4.553, 1.553, -3.152], [-3.264, 2.528, -2.688], [-4.440, 2.826, 2.107], [-4.586, 1.350, 2.784], [-0.301, -4.087, -4.674], [-1.608, -4.556, -3.925], [-1.993, -5.931, -4.389], [-2.311, -5.902, -5.827], [-2.682, -7.211, -6.269], [-1.498, -4.408, -2.474], [-0.473, -3.033, -4.892], [-0.233, -4.549, -5.659], [0.677, -4.217, -4.211], [-2.391, -3.855, -4.214], [-2.876, -6.292, -3.862], [-1.178, -6.503, -3.948], [-3.672, -7.395, -5.852], [-2.078, -8.017, -5.852], [-2.609, -7.143, -7.354], [-2.337, -4.713, -2.002], [-1.032, -5.270, -2.231], [2.766, -2.757, 6.992], [2.610, -4.038, 7.826], [3.318, -5.050, 7.213], [1.551, -2.541, 6.303], [3.622, -2.705, 6.319], [2.866, -1.943, 7.710], [1.570, -4.349, 7.921], [3.097, -3.828, 8.778], [3.129, -5.080, 6.273], [0.929, -2.750, 7.003]],
  "e_above_lowest_kj_mol": 1493.5,
  "homo_energy_ha": -0.1973,
  "charge": -1,
  "homo_lumo_gap_ev": 2.1
}

[8]
{
  "formula": "C12H43N2O18PS",
  "method": "ωB97M-V/def2-TZVPD",
  "symbols": ["C", "C", "C", "C", "N", "N", "C", "O", "C", "C", "C", "C", "P", "O", "O", "S", "C", "C", "C", "O", "H", "H", "H", "H", "H", "H", "H", "H", "H", "H", "H", "H", "H", "H", "H", "O", "H", "H", "O", "H", "H", "O", "H", "H", "O", "H", "H", "O", "H", "H", "O", "H", "H", "O", "H", "H", "O", "H", "H", "O", "H", "H", "O", "H", "H", "O", "H", "H", "O", "H", "H", "O", "H", "H", "O", "H", "H"],
  "positions_angstrom": [[-1.926, 2.132, 1.320], [-2.210, 2.596, -0.111], [-1.172, 3.611, -0.632], [0.040, 2.790, -1.040], [1.342, 3.452, -0.888], [2.357, 2.496, -0.744], [2.649, 2.000, 0.557], [3.129, 2.596, 1.460], [2.280, 0.542, 0.501], [2.076, -0.369, 1.522], [1.615, -1.638, 1.170], [1.388, -1.980, -0.167], [0.725, -3.600, -0.597], [-0.521, -3.794, 0.429], [0.010, -3.380, -2.026], [1.939, -5.050, -0.556], [1.665, -1.072, -1.197], [2.101, 0.185, -0.826], [2.398, 1.394, -1.648], [2.680, 1.478, -2.807], [-1.903, 1.041, 1.368], [-2.709, 2.434, 2.002], [-0.969, 2.474, 1.714], [-3.232, 2.941, -0.227], [-2.129, 1.728, -0.771], [-1.612, 4.120, -1.485], [-0.944, 4.310, 0.170], [0.043, 1.892, -0.430], [-0.092, 2.475, -2.082], [1.553, 4.111, -1.621], [2.235, -0.094, 2.552], [1.433, -2.348, 1.967], [-1.039, -2.978, 0.508], [-0.551, -2.589, -1.984], [1.520, -1.315, -2.239], [1.083, -3.561, 3.830], [1.745, -4.226, 4.077], [0.518, -4.059, 3.230], [-3.825, 4.288, 2.300], [-4.740, 4.521, 2.117], [-3.706, 4.525, 3.226], [-1.597, -6.568, -1.511], [-1.009, -5.846, -1.260], [-1.508, -6.613, -2.470], [-2.589, 5.666, -2.812], [-2.904, 6.535, -2.545], [-3.053, 5.482, -3.635], [-5.562, 3.083, 4.281], [-6.044, 2.281, 4.054], [-5.884, 3.315, 5.158], [-0.030, -9.153, -2.190], [-0.308, -8.264, -1.929], [-0.572, -9.371, -2.952], [-5.381, 2.249, -0.781], [-5.841, 2.860, -1.366], [-6.017, 1.542, -0.625], [1.987, -6.168, 4.450], [2.622, -6.847, 4.693], [1.436, -6.571, 3.766], [-3.293, -0.499, -1.564], [-3.614, 0.373, -1.298], [-3.803, -0.715, -2.351], [5.438, -0.420, -0.878], [4.574, -0.182, -0.526], [5.914, 0.414, -0.962], [-2.386, 6.624, 3.252], [-1.611, 7.191, 3.203], [-2.340, 6.063, 2.467], [5.623, 1.901, -3.426], [5.386, 2.689, -3.924], [4.780, 1.570, -3.094], [8.160, -0.182, -4.069], [7.321, 0.149, -3.727], [8.692, 0.610, -4.183], [-0.284, -6.050, 2.349], [-0.482, -5.326, 1.740], [-1.146, -6.347, 2.656]],
  "homo_energy_ha": -0.3466,
  "charge": 0,
  "homo_lumo_gap_ev": 8.6
}

Q: charge of number 8 (C12H43N2O18PS)?
A: 0